Density functional theory data (ωB97M-V with the def2-TZVPD basis set) for a structure of composition C2H3NO2S at a distorted geometry.

Calculated values
* LUMO level: -1.1270 eV
* energy relative to the best compared isomer or geometry (same formula, charge and spin): 144.9 kcal/mol
* HOMO: -9.69 eV
* gap between HOMO and LUMO: 8.563 eV

Element x y z (Å)
C 1.99 -0.33 -0.04
C -0.01 -0.10 0.17
N 2.58 0.94 0.08
O 2.72 1.34 1.23
O 2.94 1.55 -0.91
S 2.64 -1.75 -0.32
H -0.47 0.34 -0.76
H -0.21 -1.14 -0.02
H -0.29 0.16 1.18

Density functional theory data (ωB97M-V with the def2-TZVPD basis set) for an isolated molecule of C5H13NO at a distorted geometry.

Calculated values
* LUMO level: 1.0455 eV
* SMILES: CCCCNCO
* energy relative to the best compared isomer or geometry (same formula, charge and spin): 55.1 kcal/mol
* HOMO: -8.94 eV
* gap between HOMO and LUMO: 9.985 eV

Element x y z (Å)
C 0.21 -0.32 -0.13
N 0.44 -1.53 -0.81
C 1.75 -2.11 -0.88
O 2.51 -2.06 -2.14
C -1.22 -0.03 0.27
C -1.16 1.29 1.25
C -0.92 2.71 0.70
H 0.52 0.54 -0.67
H 0.75 -0.17 0.88
H -0.42 -2.08 -0.86
H 2.47 -1.79 -0.04
H 1.81 -3.18 -0.66
H 1.81 -2.29 -2.87
H -1.97 0.11 -0.55
H -1.49 -0.80 1.00
H -0.41 1.25 2.03
H -2.22 1.28 1.65
H -1.24 3.33 1.51
H -1.42 2.97 -0.29
H 0.18 2.88 0.63

Density functional theory data (ωB97M-V with the def2-TZVPD basis set) for an isolated molecule of C22H31N3O5S at a distorted geometry.

Calculated values
* LUMO level: -0.1309 eV
* SMILES: C=CCn1cc(C(=O)NCCCOCC)c(=O)c2cc(S(=O)(=O)N(CC)CC)ccc21
* energy relative to the best compared isomer or geometry (same formula, charge and spin): 45.7 kcal/mol
* HOMO: -8.82 eV
* gap between HOMO and LUMO: 8.693 eV

Element x y z (Å)
C 1.20 5.84 1.82
C 0.39 4.93 1.32
C 0.35 4.53 -0.13
N 0.19 3.09 -0.29
C -1.00 2.60 -0.68
C -1.29 1.29 -0.87
C -0.28 0.28 -0.63
O -0.43 -0.93 -0.81
C 1.00 0.83 -0.15
C 2.03 -0.06 0.15
C 3.25 0.41 0.58
C 3.47 1.77 0.73
C 2.46 2.67 0.46
C 1.21 2.22 0.01
H 2.64 3.72 0.61
H 4.44 2.10 1.07
S 4.56 -0.75 0.98
O 4.18 -1.47 2.17
O 5.79 -0.02 0.99
N 4.46 -1.79 -0.31
C 5.02 -1.29 -1.55
C 3.95 -1.21 -2.64
H 3.54 -2.20 -2.84
H 3.14 -0.56 -2.34
H 4.39 -0.83 -3.56
H 5.42 -0.30 -1.34
H 5.85 -1.92 -1.88
C 4.54 -3.21 -0.03
C 5.93 -3.67 0.38
H 6.25 -3.12 1.26
H 5.92 -4.73 0.62
H 6.65 -3.50 -0.42
H 3.84 -3.39 0.79
H 4.19 -3.75 -0.91
H 1.85 -1.11 0.03
C -2.69 0.98 -1.32
O -3.51 1.87 -1.46
N -2.93 -0.31 -1.56
C -4.23 -0.81 -1.93
C -4.86 -1.66 -0.81
C -5.13 -0.81 0.44
O -5.55 -1.57 1.55
C -6.87 -2.06 1.47
C -7.26 -2.61 2.83
H -6.58 -3.41 3.11
H -8.27 -3.00 2.80
H -7.20 -1.83 3.58
H -6.95 -2.85 0.71
H -7.56 -1.24 1.18
H -5.86 -0.03 0.20
H -4.20 -0.33 0.76
H -5.79 -2.08 -1.19
H -4.18 -2.47 -0.55
H -4.86 0.06 -2.13
H -4.14 -1.41 -2.84
H -2.18 -0.98 -1.36
H -1.79 3.32 -0.88
H 1.25 4.86 -0.65
H -0.51 5.01 -0.60
H -0.33 4.42 1.95
H 1.18 6.12 2.86
H 1.92 6.36 1.20

Density functional theory data (ωB97M-V with the def2-TZVPD basis set) for an isolated molecule of C3H6O2 at a distorted geometry.

Calculated values
* LUMO level: 1.0513 eV
* SMILES: C1COCO1
* energy relative to the best compared isomer or geometry (same formula, charge and spin): 36.8 kcal/mol
* HOMO: -9.84 eV
* gap between HOMO and LUMO: 10.891 eV

Element x y z (Å)
C -0.69 0.81 -0.21
C -0.85 -0.68 0.11
C 1.35 -0.18 0.03
H -1.02 1.11 -1.25
H -1.19 1.44 0.54
H -1.67 -1.13 -0.37
H -0.96 -0.81 1.19
H 2.16 -0.21 -0.67
H 1.76 -0.30 1.10
O 0.40 -1.14 -0.40
O 0.70 1.09 -0.08

Density functional theory data (ωB97M-V with the def2-TZVPD basis set) for an isolated molecule of C13H14ClNO3S2.

Calculated values
* LUMO level: 0.4324 eV
* SMILES: CCOc1cc(S(=O)(=O)NCc2cccs2)ccc1Cl
* energy relative to the best compared isomer or geometry (same formula, charge and spin): 0.0 kcal/mol
* HOMO: -8.84 eV
* gap between HOMO and LUMO: 9.277 eV

Element x y z (Å)
C -3.40 -2.52 1.34
C -4.03 -2.01 0.05
H -5.09 -2.27 0.01
H -3.53 -2.45 -0.83
O -4.02 -0.59 -0.04
C -2.88 0.06 -0.34
C -1.67 -0.53 -0.66
C -0.58 0.26 -0.97
C -0.64 1.64 -0.97
C -1.85 2.24 -0.65
C -2.95 1.46 -0.34
Cl -4.45 2.21 0.06
H -1.95 3.32 -0.65
H 0.23 2.21 -1.23
S 0.96 -0.58 -1.31
O 0.70 -1.80 -2.02
O 1.90 0.35 -1.85
N 1.36 -1.05 0.26
H 1.96 -1.86 0.22
C 1.87 0.00 1.11
C 3.19 0.56 0.66
C 3.52 1.86 0.43
C 4.86 2.02 0.00
C 5.52 0.84 -0.09
S 4.53 -0.49 0.36
H 6.53 0.66 -0.39
H 5.30 2.97 -0.24
H 2.83 2.67 0.56
H 1.12 0.80 1.11
H 1.95 -0.41 2.12
H -1.53 -1.60 -0.70
H -3.91 -2.08 2.19
H -3.50 -3.60 1.39
H -2.35 -2.26 1.40

Density functional theory data (ωB97M-V with the def2-TZVPD basis set) for a structure of composition C5H9NO2 at a distorted geometry.

Calculated values
* LUMO level: 0.6976 eV
* energy relative to the best compared isomer or geometry (same formula, charge and spin): 94.4 kcal/mol
* HOMO: -8.26 eV
* gap between HOMO and LUMO: 8.955 eV

Element x y z (Å)
C -0.68 -1.41 -0.01
C 1.83 -0.65 1.03
C -0.40 1.42 -0.78
C 0.82 0.01 0.14
N -1.86 -1.04 -0.51
C 1.00 1.12 -0.54
O -0.97 2.24 0.14
O -1.12 1.01 -1.74
H -1.88 2.42 -0.13
H -1.65 -0.13 -1.36
H -2.44 -0.60 0.20
H 1.82 1.83 -0.58
H -0.06 -2.00 -0.69
H -0.66 -1.75 1.03
H 2.82 -0.21 0.92
H 1.51 -0.55 2.07
H 1.92 -1.72 0.81